Here is a cluster of 2 separate species, C4H11NS in total in a non-equilibrium geometry from the Open Molecules 2025 dataset. Energies are from ωB97M-V/def2-TZVPD.

Structure (XYZ):
```
17
Properties=species:S:1:pos:R:3:forces:R:3:lowdin_charge:R:1
S 0.995547 1.490723 2.272443 -0.3 -0.1 0.1 0.23
N -0.865837 -1.839596 -1.596718 -0.3 0.5 0.4 0.03
C 0.178572 -1.608403 -0.598218 0.1 -2.4 -2.5 -0.26
C -0.417751 -0.458074 0.512748 -0.8 0.5 1.8 -0.09
C 0.241763 2.641387 1.074734 -0.7 0.3 0.1 -0.67
C 0.581320 -0.042048 -0.329502 0.4 1.6 -0.3 -0.14
H -0.294202 -0.741794 1.553043 0.7 0.0 -0.3 0.08
H -1.450087 -0.251962 0.277829 -0.2 -0.1 -0.4 0.12
H -0.178078 3.526553 1.573774 0.3 -0.2 0.0 0.00
H 0.319442 0.574412 -1.180371 -0.2 -0.4 -0.3 0.14
H -1.796760 -1.774854 -1.215230 -0.1 -0.2 0.0 0.07
H -0.748030 -2.732296 -2.046794 0.0 -0.1 -0.1 0.08
H 1.051770 -1.781511 -1.250541 0.6 0.9 0.3 0.17
H -0.617228 2.263190 0.479068 0.4 -0.1 0.2 0.00
H 1.554726 0.200951 0.067000 0.3 -0.6 0.4 0.08
H 0.459786 -2.454279 0.034269 -0.6 0.3 0.9 0.15
H 0.985046 2.987601 0.372466 0.2 0.3 -0.3 -0.01
```
Positions in Å, forces in eV/Å.

Calculated values
Relative energy (zero: lowest compared OMol25 entry of this formula, charge and spin), eV: 5.555
Orbital gap, eV: 5.584
HOMO, Eh: -0.2265
Electronic energy, eV: -16646.2381
Largest force on an atom, eV/Å: 3.5
Charge: 0